Entry 1:
90
Properties=species:S:1:pos:R:3 method="wB97M-V/def2-TZVPD" homo_energy_ha=-0.3762 total_charge=+1 lumo_ev=-3.785
N 5.648 1.832 -1.698
C 4.695 0.691 -1.674
Cl 5.646 -0.901 -1.913
C 4.351 0.560 -0.075
N 2.871 0.221 -0.120
C 2.361 1.351 0.764
C 0.867 1.125 1.289
O 0.446 0.029 1.700
I -0.454 2.891 1.191
C 2.430 0.315 -1.542
N 1.167 -0.073 -1.662
C 0.478 -0.004 -2.987
C -1.043 -0.563 -2.811
C -2.047 0.695 -2.680
C -3.106 0.612 -3.897
C -4.447 1.371 -3.420
C -5.706 0.598 -4.097
C -6.339 -0.376 -2.987
S -8.115 0.132 -2.607
C -8.566 -0.936 -1.178
N -9.504 -0.778 -0.116
N -9.346 -1.919 0.626
C -8.320 -2.752 0.045
O -7.812 -2.154 -1.150
N 3.413 0.848 -2.465
C 3.599 0.233 -3.814
C 4.830 0.880 -4.665
C 4.724 2.471 -4.822
S 6.040 2.959 -6.089
H 6.398 1.607 -1.031
H 5.190 2.729 -1.493
H 4.965 -0.264 0.444
H 4.651 1.596 0.288
H 2.445 2.365 0.220
H 3.022 1.462 1.708
H 0.594 -0.429 -0.869
H 0.521 1.015 -3.495
H 0.998 -0.786 -3.664
H -1.337 -1.148 -3.763
H -1.137 -1.312 -1.948
H -2.534 0.697 -1.647
H -1.435 1.663 -2.793
H -2.671 1.046 -4.859
H -3.376 -0.494 -4.066
H -4.372 2.466 -3.736
H -4.514 1.348 -2.272
H -5.306 -0.029 -4.973
H -6.433 1.368 -4.522
H -5.760 -0.380 -1.988
H -6.285 -1.457 -3.373
H -7.916 -3.753 0.394
H 2.663 0.521 -4.435
H 3.614 -0.915 -3.828
H 4.745 0.416 -5.715
H 5.852 0.609 -4.243
H 5.002 3.059 -3.881
H 3.735 2.835 -5.259
H 5.734 2.162 -7.201
C 6.370 0.919 3.113
O 5.338 1.866 3.362
C 4.502 1.485 4.457
C 4.877 2.235 5.731
O 6.176 1.866 6.186
C 7.168 2.824 5.832
H 7.112 1.386 2.463
H 6.866 0.600 4.031
H 5.951 0.047 2.601
H 4.536 0.402 4.614
H 3.476 1.752 4.183
H 4.172 1.958 6.521
H 4.808 3.318 5.585
H 7.097 3.689 6.497
H 7.072 3.148 4.793
H 8.147 2.361 5.961
C -3.342 -3.666 4.765
O -4.182 -2.571 4.424
C -4.377 -2.451 3.018
C -5.722 -3.031 2.590
O -5.768 -4.442 2.794
C -6.467 -4.796 3.982
H -3.450 -3.858 5.833
H -3.609 -4.573 4.220
H -2.298 -3.407 4.557
H -3.553 -2.923 2.469
H -4.366 -1.383 2.784
H -5.852 -2.860 1.517
H -6.548 -2.536 3.112
H -7.544 -4.708 3.815
H -6.174 -4.175 4.831
H -6.232 -5.836 4.216

---

Entry 2:
81
Properties=species:S:1:pos:R:3 method="wB97M-V/def2-TZVPD" spin_multiplicity=5 homo_energy_ha="-0.3596 / -0.4048" total_charge=+1 lumo_ev="-2.880 / -5.143"
O -1.422 -1.359 -0.838
O 0.966 1.526 -4.561
C -0.419 -2.372 -1.102
C -1.079 -3.730 -1.163
H 0.299 -2.308 -0.281
H 0.092 -2.102 -2.029
H -1.489 -4.018 -0.190
H -0.349 -4.490 -1.448
H -1.894 -3.746 -1.896
C -2.001 -0.639 -1.934
C -1.648 -1.171 -3.309
H -1.681 0.414 -1.859
H -3.094 -0.660 -1.787
H -0.636 -0.859 -3.600
H -2.345 -0.735 -4.034
H -1.748 -2.257 -3.392
C 0.599 2.643 -3.762
C 2.373 1.319 -4.562
C -0.868 2.968 -3.950
H 1.197 3.527 -4.053
H 0.797 2.447 -2.690
H -1.085 3.172 -5.003
H -1.105 3.865 -3.375
H -1.511 2.147 -3.616
C 2.781 0.563 -5.810
H 2.651 0.747 -3.659
H 2.924 2.278 -4.534
H 2.176 -0.335 -5.958
H 3.833 0.290 -5.729
H 2.662 1.206 -6.687
H 3.580 -1.224 -0.012
Rh -1.403 -0.894 1.318
C 3.280 -0.239 -0.357
Si 4.236 1.061 0.619
H 3.529 -0.164 -1.432
H 2.190 -0.107 -0.253
C 6.034 0.539 0.409
C 3.691 0.883 2.415
C 3.893 2.825 0.054
C -3.008 -1.977 1.468
Si -4.035 -0.421 1.268
H -3.021 -2.469 2.465
H -3.170 -2.735 0.678
C -5.456 -0.743 0.073
C -3.053 1.030 0.537
C -4.724 0.039 2.937
H 3.298 2.844 -0.871
H 4.818 3.387 -0.134
H 3.330 3.378 0.823
H 6.115 -0.526 0.674
H 6.717 1.104 1.055
H 6.366 0.656 -0.632
H 3.320 -0.137 2.595
H 2.882 1.590 2.649
H 4.528 1.075 3.100
H -3.360 1.169 -0.506
H -1.936 1.023 0.529
H -3.354 1.910 1.118
H -5.492 0.815 2.804
H -3.958 0.417 3.625
H -5.192 -0.851 3.380
H -6.334 -0.178 0.420
H -5.723 -1.808 0.045
H -5.232 -0.412 -0.950
S 1.150 -2.644 4.638
C 1.286 -3.786 3.365
C 0.527 -3.435 2.236
C -0.087 -2.168 2.396
C 0.143 -1.620 3.629
C -0.375 -0.339 3.989
C -0.204 0.298 5.236
C -0.541 1.632 5.373
C -1.059 2.311 4.270
C -1.278 1.621 3.077
N -1.012 0.302 2.967
H 1.889 -4.675 3.503
H 0.424 -4.033 1.339
H 0.214 -0.293 6.053
H -0.394 2.154 6.320
H -1.330 3.362 4.303
H -1.687 2.127 2.208

---

Entry 3:
103
Properties=species:S:1:pos:R:3 method="wB97M-V/def2-TZVPD" homo_energy_ha=-0.3115 total_charge=+1 lumo_ev=-6.676
C 1.142 4.517 -1.839
C 2.511 3.839 -2.411
O 3.518 3.630 -1.374
C 3.376 2.231 -0.995
C 4.277 1.851 0.296
C 3.256 1.225 1.385
C 2.713 -0.237 0.906
C 2.163 -1.147 2.102
N 0.720 -0.988 2.460
C -0.099 -2.211 2.220
C -0.824 -2.275 0.794
O -1.818 -3.338 0.884
C 0.291 -2.698 -0.290
C -0.218 -3.559 -1.554
C 0.437 -2.853 -2.877
C 0.467 -5.042 -1.492
C -1.544 -0.847 0.448
C -2.807 -0.741 1.436
C -3.221 0.745 1.870
C -4.751 0.763 2.446
C -5.282 2.274 2.260
S -6.409 2.861 3.607
O -6.643 1.847 4.690
O -5.781 4.106 4.207
Cl -8.191 3.438 2.695
C -2.090 -0.788 -1.062
O -3.017 0.339 -1.232
C -4.199 -0.065 -1.961
N -0.489 0.185 0.620
C 0.108 0.238 1.927
N 0.170 1.311 2.732
C -0.380 2.628 2.307
C 0.844 1.275 4.084
C -0.154 0.886 5.273
O -0.056 -0.138 5.975
Cl -1.506 2.097 5.628
H 0.874 4.116 -0.799
H 0.318 4.192 -2.577
H 1.281 5.661 -1.841
H 2.192 2.803 -2.796
H 2.966 4.443 -3.275
H 3.716 1.553 -1.866
H 2.267 2.053 -0.726
H 4.831 2.741 0.748
H 4.984 0.981 0.008
H 2.383 1.984 1.457
H 3.747 1.088 2.425
H 2.018 -0.164 -0.006
H 3.664 -0.770 0.509
H 2.366 -2.242 1.801
H 2.803 -0.955 3.034
H -0.894 -2.247 3.063
H 0.507 -3.186 2.361
H -2.499 -3.236 0.177
H 1.041 -3.372 0.277
H 0.883 -1.813 -0.702
H -1.356 -3.605 -1.699
H 0.448 -1.682 -2.782
H -0.121 -3.108 -3.845
H 1.538 -3.174 -2.879
H -0.139 -5.789 -0.873
H 1.564 -4.989 -1.142
H 0.532 -5.394 -2.598
H -2.728 -1.393 2.381
H -3.712 -1.172 0.854
H -2.568 1.015 2.787
H -3.047 1.538 1.068
H -5.348 -0.020 1.862
H -4.742 0.418 3.548
H -4.350 2.956 2.238
H -5.796 2.320 1.236
H -2.674 -1.728 -1.373
H -1.237 -0.614 -1.817
H -4.784 0.891 -2.235
H -4.889 -0.759 -1.363
H -3.881 -0.599 -2.939
H -0.690 1.087 0.179
H -1.213 2.585 1.534
H -0.663 3.263 3.227
H 0.494 3.206 1.807
H 1.173 2.367 4.284
H 1.801 0.658 4.091
O -5.713 -3.231 -2.285
H -5.770 -3.445 -3.225
H -6.615 -2.975 -2.048
O -4.676 -4.172 0.159
H -4.779 -5.132 0.170
H -5.049 -3.909 -0.698
Br 2.389 -1.144 -3.312
C 7.409 4.216 -2.368
Cl 6.182 5.122 -3.277
Cl 9.027 4.803 -2.808
Cl 7.148 4.451 -0.626
Cl 7.279 2.487 -2.759
Al -2.079 -5.001 -2.631
F 3.451 5.224 -0.353
F 3.678 -3.353 2.833
O 5.591 -2.373 -7.671
S 4.650 -1.818 -6.691
O 4.035 -2.917 -5.929
O 3.599 -1.057 -7.382
O 5.372 -0.924 -5.774
Mg 5.298 -2.118 3.683

---

Entry 4:
101
Properties=species:S:1:pos:R:3 method="wB97M-V/def2-TZVPD" homo_energy_ha=-0.1809 total_charge=-1 lumo_ev=1.738
C 1.623 2.836 6.829
O 1.008 1.589 6.497
B 1.479 0.927 5.416
O 2.805 1.125 5.052
C 0.448 -0.113 4.689
N 0.543 -1.324 5.541
C 1.839 -1.981 5.435
C -0.540 -2.245 5.571
C -1.759 -1.807 6.328
O -0.449 -3.359 5.102
O -0.843 0.455 4.813
B -1.013 1.445 3.750
Cl -0.749 3.223 4.390
C -2.466 1.489 2.935
P -3.951 1.262 3.855
O -3.960 0.203 4.876
O -5.124 0.968 2.767
O -4.346 2.703 4.432
O 0.024 1.057 2.776
C 0.549 -0.226 3.138
C 1.919 -0.293 2.410
C 2.090 0.797 1.386
O 1.702 0.763 0.281
Br 3.182 2.326 1.933
P -0.471 -1.633 2.382
O -1.959 -1.486 3.042
O -0.737 -0.972 0.904
H 2.591 2.676 7.306
H 1.766 3.451 5.945
H 0.953 3.333 7.525
H 3.294 0.308 4.939
H 1.727 -3.058 5.517
H 2.356 -1.789 4.495
H 2.494 -1.656 6.250
H -1.812 -2.431 7.222
H -1.732 -0.754 6.569
H -2.636 -2.037 5.729
H -2.471 0.808 2.089
H -2.512 2.495 2.511
H -4.774 1.117 1.880
H -5.304 2.798 4.481
H 2.002 -1.240 1.868
H 2.758 -0.263 3.093
H -1.998 -0.941 3.850
H -1.655 -1.113 0.646
O 4.498 5.225 0.627
C 4.715 4.806 -0.473
O 5.995 4.819 -0.927
C 6.373 4.180 -2.144
C 6.126 5.059 -3.352
C 3.606 4.323 -1.377
H 5.879 3.212 -2.239
H 7.439 3.979 -2.034
H 5.072 5.287 -3.469
H 6.472 4.562 -4.260
H 6.662 6.004 -3.243
H 3.155 5.187 -1.866
H 2.858 3.841 -0.752
H 3.914 3.615 -2.140
O 3.516 4.411 -4.958
C 3.564 4.576 -6.144
O 3.249 5.791 -6.637
C 3.421 6.141 -8.011
C 2.243 5.714 -8.862
C 3.901 3.446 -7.091
H 4.367 5.752 -8.391
H 3.504 7.226 -8.010
H 2.121 4.630 -8.867
H 2.377 6.048 -9.891
H 1.323 6.146 -8.470
H 2.998 2.863 -7.266
H 4.636 2.810 -6.604
H 4.310 3.765 -8.046
O -5.924 0.311 -1.443
C -5.865 -0.828 -1.069
O -4.661 -1.371 -0.824
C -4.502 -2.671 -0.235
C -4.560 -3.776 -1.266
C -7.110 -1.678 -0.930
H -5.220 -2.813 0.574
H -3.517 -2.653 0.227
H -5.531 -3.809 -1.765
H -4.374 -4.739 -0.801
H -3.803 -3.611 -2.029
H -7.367 -2.075 -1.911
H -7.917 -1.035 -0.590
H -7.016 -2.502 -0.228
O -2.050 -5.554 -1.375
C -1.894 -6.439 -2.164
O -2.982 -7.131 -2.578
C -2.931 -8.095 -3.629
C -2.499 -9.460 -3.134
C -0.521 -6.841 -2.652
H -2.306 -7.738 -4.449
H -3.951 -8.144 -4.009
H -1.488 -9.440 -2.730
H -2.530 -10.186 -3.948
H -3.165 -9.797 -2.339
H -0.073 -7.500 -1.910
H 0.083 -5.941 -2.725
H -0.510 -7.335 -3.620

---

Number 1: strongest force on any atom 6.2 eV/Å, calculated total energy -90222.7505 eV. Number 2: strongest force on any atom 3.5 eV/Å, calculated total energy -61893.8100 eV. Number 3: strongest force on any atom 6.2 eV/Å, calculated total energy -240071.6225 eV. Number 4: strongest force on any atom 1.5 eV/Å, calculated total energy -169635.0144 eV.